[1]
C36H35ClN5O5PtS | the ωB97M-V functional and the def2-TZVPD basis

Geometry as XYZ:
```
84
Properties=species:S:1:pos:R:3:forces:R:3
Pt 0.150 0.137 0.362 0.1 -1.3 -0.6
C -2.542 0.899 3.736 -0.2 -0.4 0.1
O -1.645 2.009 3.488 0.5 0.6 -0.1
C -0.843 1.635 2.508 -1.2 -1.1 0.1
N -1.063 0.476 1.971 0.2 0.5 0.1
C -2.243 -0.114 2.605 -0.4 -0.3 0.3
C -2.074 -1.519 3.129 0.2 0.0 -0.2
C -3.208 -2.155 3.627 0.1 0.1 0.0
C -3.118 -3.436 4.142 -0.1 0.0 0.0
C -1.893 -4.088 4.162 0.0 0.0 0.0
C -0.770 -3.467 3.638 0.1 0.0 0.0
C -0.855 -2.181 3.126 -0.1 0.1 0.1
C 0.191 2.487 1.961 0.5 0.5 -0.9
C 0.726 3.655 2.475 -0.2 0.0 0.2
C 1.788 4.255 1.815 0.1 -0.2 -0.1
C 2.349 3.630 0.708 0.1 0.1 -0.1
C 1.772 2.466 0.239 -0.8 0.5 0.3
N 0.651 1.970 0.799 1.0 0.0 1.3
C 2.226 1.599 -0.829 0.1 -1.0 -1.0
N 1.678 0.438 -0.992 0.0 0.6 0.3
C 2.256 -0.169 -2.195 0.3 -0.2 -0.5
C 3.374 0.838 -2.566 0.1 -0.4 -0.2
O 3.161 1.965 -1.685 -0.1 0.6 0.4
C 2.830 -1.553 -2.034 -0.1 -0.1 0.1
C 3.038 -2.152 -0.800 0.1 0.1 0.0
C 3.672 -3.384 -0.729 0.0 0.0 0.0
C 4.109 -4.015 -1.883 0.0 -0.1 0.0
C 3.863 -3.440 -3.123 0.0 0.1 0.0
C 3.226 -2.213 -3.194 0.0 0.1 0.0
H -3.563 1.272 3.724 0.1 0.1 0.0
H -2.316 0.490 4.721 0.1 0.1 0.0
H -3.051 -0.128 1.868 0.2 0.1 -0.1
H -4.162 -1.639 3.611 0.0 -0.1 0.0
H -4.006 -3.933 4.509 0.0 0.0 0.1
H -1.813 -5.084 4.576 0.0 0.0 0.0
H 0.177 -3.991 3.615 0.0 0.0 0.0
H 0.026 -1.702 2.721 0.0 0.0 0.0
H 0.333 4.067 3.395 0.0 0.0 0.0
H 2.216 5.173 2.191 0.0 0.0 0.0
H 3.243 4.010 0.235 0.0 0.0 0.0
H 1.476 -0.203 -2.956 0.1 0.0 0.1
H 3.320 1.180 -3.596 0.0 0.1 0.1
H 4.368 0.437 -2.369 0.0 0.1 0.1
H 2.717 -1.658 0.109 0.0 0.0 0.0
H 3.819 -3.858 0.232 0.0 0.0 0.0
H 4.647 -4.951 -1.821 -0.1 -0.1 0.0
H 4.165 -3.944 -4.031 0.0 0.0 0.0
H 3.050 -1.748 -4.158 -0.1 -0.1 0.0
S -2.798 -0.190 -0.826 -0.1 0.3 -0.1
C -2.471 1.239 -1.670 -0.5 -0.7 0.5
N -2.428 1.262 -3.002 0.2 0.4 -0.2
C -2.335 2.489 -3.783 0.1 0.1 0.0
C -2.973 3.622 -2.994 0.1 -0.1 0.0
C -2.307 3.717 -1.630 0.0 0.0 0.0
N -2.314 2.399 -0.999 0.1 0.4 -0.4
H -2.428 0.370 -3.468 -0.1 -0.1 0.1
H -2.857 2.339 -4.727 0.0 0.0 0.0
H -1.289 2.725 -4.006 0.0 0.0 0.0
H -4.035 3.409 -2.861 0.0 0.1 0.0
H -2.868 4.564 -3.529 0.0 0.0 0.0
H -2.857 4.404 -0.987 0.1 0.0 0.0
H -1.278 4.083 -1.724 -0.1 0.0 0.0
H -2.416 2.338 -0.004 -0.2 -0.1 0.0
C -2.140 -6.322 1.311 0.0 -0.1 -0.1
C -0.831 -6.472 0.593 0.0 0.2 -0.1
C -0.051 -7.603 0.760 0.1 0.0 0.0
C 1.141 -7.757 0.065 -0.2 0.4 -0.1
Cl 2.094 -9.179 0.290 0.1 -0.2 0.0
C 1.561 -6.775 -0.812 0.1 -0.2 0.1
C 0.794 -5.636 -0.995 -0.1 0.3 0.1
C -0.402 -5.478 -0.305 0.2 -0.5 0.0
O -1.241 -4.424 -0.457 -0.2 0.2 0.2
C -1.072 -3.519 -1.515 0.1 0.4 0.2
C -0.370 -2.187 -1.188 -0.2 -0.5 -0.8
O -0.084 -1.479 -2.152 -0.2 -0.2 0.4
O -0.225 -1.888 0.056 0.1 1.0 0.3
H -2.125 -6.868 2.253 0.0 0.0 0.0
H -2.951 -6.722 0.698 0.0 0.0 0.0
H -2.362 -5.275 1.497 0.0 0.0 0.1
H -0.382 -8.387 1.430 0.0 0.0 0.0
H 2.490 -6.898 -1.350 0.0 0.0 0.0
H 1.148 -4.870 -1.671 0.0 0.0 0.0
H -2.080 -3.207 -1.801 0.0 0.0 -0.1
H -0.581 -3.960 -2.383 0.0 0.0 0.0
```
Positions in Å, forces in eV/Å.

Energy relative to the best compared isomer or geometry (same formula, charge and spin)   1.3231 eV
LUMO   -4.400 eV
Strongest force on any atom   1.63 eV/A
E_tot   -82188.9149 eV
Charge   +1
HOMO-LUMO gap   5.1864 eV
HOMO level   -9.59 eV

Löwdin population analysis, charges in e, atoms 1 to 5: number 1, Pt, carries 1.2383; number 2, C, carries -0.0253; number 3, O, carries 0.0661; number 4, C, carries -0.3015; number 5, N, carries -0.0060


[2]
C36H35ClN5O5PtS | the ωB97M-V functional and the def2-TZVPD basis

Geometry as XYZ:
```
84
Properties=species:S:1:pos:R:3:forces:R:3
Pt -0.433 0.582 0.533 0.5 -0.2 -0.2
C 1.793 4.284 -0.037 -0.1 0.0 0.0
O 0.465 4.555 0.495 0.0 0.0 0.0
C -0.150 3.379 0.555 -0.1 0.0 0.1
N 0.582 2.330 0.237 -0.1 0.1 -0.1
C 1.978 2.769 0.152 0.0 0.0 -0.1
C 2.783 2.121 -0.944 0.0 0.0 -0.1
C 4.173 2.229 -0.908 0.0 -0.1 0.1
C 4.951 1.651 -1.899 0.0 0.0 0.0
C 4.346 0.957 -2.940 0.0 0.0 0.0
C 2.963 0.855 -2.986 0.0 0.0 0.0
C 2.181 1.435 -1.993 0.1 0.1 -0.1
C -1.482 3.193 1.024 0.1 -0.1 0.0
C -2.507 4.107 1.242 -0.1 0.0 -0.1
C -3.763 3.651 1.605 0.0 0.0 0.0
C -4.021 2.262 1.685 -0.1 0.0 0.0
C -2.992 1.392 1.482 0.1 0.0 -0.1
N -1.718 1.855 1.265 0.0 0.1 0.2
C -3.011 -0.057 1.410 -0.1 0.0 0.1
N -1.932 -0.684 1.053 0.2 -0.1 0.1
C -2.145 -2.130 1.136 -0.1 0.0 -0.2
C -3.597 -2.187 1.684 0.0 0.1 0.0
O -4.059 -0.800 1.708 0.1 0.0 0.0
C -1.177 -2.852 2.041 0.0 0.0 0.0
C -0.698 -2.252 3.199 -0.1 0.0 0.1
C 0.073 -2.981 4.097 0.0 0.0 0.0
C 0.378 -4.311 3.834 0.0 0.0 0.0
C -0.084 -4.906 2.665 0.0 0.0 0.0
C -0.860 -4.179 1.775 0.1 0.0 -0.1
H 2.501 4.890 0.518 0.0 0.0 0.0
H 1.798 4.565 -1.091 0.0 0.0 0.0
H 2.460 2.549 1.108 0.0 0.1 0.0
H 4.652 2.752 -0.088 0.0 0.0 0.0
H 6.029 1.740 -1.859 0.0 0.0 0.0
H 4.951 0.508 -3.717 0.0 0.0 0.0
H 2.485 0.328 -3.803 0.0 0.0 0.0
H 1.105 1.349 -2.036 0.0 0.0 0.0
H -2.318 5.161 1.092 0.0 0.0 0.0
H -4.566 4.355 1.768 0.0 0.0 0.0
H -5.017 1.885 1.874 0.0 0.0 0.0
H -2.075 -2.543 0.127 0.0 -0.1 0.0
H -3.621 -2.542 2.712 0.0 0.0 0.0
H -4.284 -2.763 1.071 0.0 0.0 0.0
H -0.930 -1.216 3.409 0.0 0.0 0.0
H 0.426 -2.511 5.006 0.0 0.0 0.0
H 0.964 -4.885 4.540 0.0 0.0 0.0
H 0.153 -5.940 2.452 0.0 0.0 0.0
H -1.211 -4.643 0.859 0.0 0.0 0.0
S 1.697 -0.024 2.072 -0.2 0.3 0.3
C 2.643 -1.270 1.296 -0.2 0.0 0.1
N 3.492 -0.965 0.334 0.0 0.0 -0.1
C 4.208 -1.969 -0.462 0.0 0.0 0.1
C 3.536 -3.321 -0.298 0.0 0.1 0.0
C 3.332 -3.607 1.179 -0.1 0.1 0.0
N 2.561 -2.504 1.760 0.0 0.0 -0.1
H 3.444 -0.014 -0.009 0.1 -0.1 0.0
H 5.249 -1.997 -0.134 0.0 0.0 0.0
H 4.188 -1.638 -1.499 0.0 0.0 0.0
H 4.142 -4.098 -0.760 0.0 0.0 0.0
H 2.563 -3.296 -0.790 -0.1 -0.1 0.0
H 4.284 -3.696 1.708 0.0 0.0 0.0
H 2.766 -4.522 1.337 0.0 0.0 0.0
H 1.815 -2.692 2.415 0.0 0.0 0.1
C -1.378 3.100 -2.781 0.0 0.0 0.0
C -2.449 2.131 -2.366 0.0 0.0 0.0
C -3.748 2.554 -2.131 0.0 0.0 0.0
C -4.742 1.647 -1.790 0.0 0.1 0.0
Cl -6.354 2.220 -1.484 0.1 0.0 0.0
C -4.460 0.302 -1.685 0.0 0.0 0.0
C -3.160 -0.139 -1.907 -0.1 0.0 0.0
C -2.164 0.767 -2.242 0.0 0.0 0.1
O -0.856 0.420 -2.455 -0.1 0.0 -0.2
C -0.521 -0.945 -2.614 0.0 0.0 -0.1
C 0.121 -1.600 -1.395 0.2 -0.1 0.0
O 0.219 -2.814 -1.411 0.0 0.0 0.1
O 0.654 -0.840 -0.486 0.0 -0.2 0.0
H -1.705 4.126 -2.615 0.0 0.0 0.0
H -1.143 2.986 -3.841 0.0 0.0 0.0
H -0.451 2.931 -2.232 0.0 0.0 0.0
H -3.994 3.604 -2.223 0.0 0.0 0.0
H -5.243 -0.400 -1.432 0.0 0.0 0.0
H -2.947 -1.196 -1.821 0.0 0.0 0.0
H 0.226 -0.996 -3.410 0.0 0.0 0.0
H -1.364 -1.548 -2.942 0.0 0.0 0.0
```
Positions in Å, forces in eV/Å.

Energy relative to the best compared isomer or geometry (same formula, charge and spin)   0.0000 eV
LUMO (alpha / beta)   -2.981 / -4.770 eV
Strongest force on any atom   0.62 eV/A
E_tot   -82188.5724 eV
Spin multiplicity   3
Charge   +1
HOMO-LUMO gap (alpha / beta)   5.7957 / 5.9817 eV
<S²>   2.0294
HOMO level (alpha / beta)   -8.78 / -10.75 eV

Löwdin population analysis, charges in e, atoms 1 to 5: number 1, Pt, carries 1.2760; number 2, C, carries -0.0320; number 3, O, carries 0.0567; number 4, C, carries -0.3241; number 5, N, carries -0.0569


[3]
C36H35EuN4O8P3 | the ωB97M-V functional and the def2-TZVPD basis

Geometry as XYZ:
```
87
Properties=species:S:1:pos:R:3:forces:R:3
Eu 0.072 0.526 -1.058 0.2 -0.6 -0.8
C -1.260 3.296 1.243 -0.8 -0.5 0.2
N -0.012 3.290 0.515 0.7 -0.4 -1.1
C 1.233 3.250 1.321 -1.2 -1.5 1.2
C 2.486 2.904 0.577 2.0 0.8 -0.9
C 3.681 3.646 0.789 -0.6 -1.2 -0.9
C 4.821 3.301 -0.001 -1.5 1.2 0.5
C 4.691 2.426 -1.060 0.1 -0.9 -0.7
C 3.490 1.701 -1.191 0.6 1.0 1.8
N 2.472 1.896 -0.314 -0.8 -0.4 -1.2
C -0.018 4.413 -0.430 1.4 -0.7 -0.1
C 0.217 4.054 -1.869 0.2 -1.5 0.0
C 0.588 5.088 -2.661 0.3 2.3 0.1
C 0.624 4.888 -4.003 0.7 -1.0 -2.7
C 0.372 3.634 -4.598 0.5 0.4 2.3
C 0.160 2.589 -3.686 -1.2 0.3 -1.9
N 0.059 2.804 -2.385 -0.2 0.2 1.8
C -2.476 2.943 0.309 0.8 0.9 0.2
C -3.570 3.786 0.197 -0.8 0.2 0.0
C -4.666 3.298 -0.556 0.7 0.6 0.6
C -4.624 2.037 -1.127 -0.3 0.3 0.8
C -3.479 1.276 -0.986 -0.1 1.2 0.1
N -2.415 1.795 -0.375 1.2 -1.2 0.8
H -1.386 4.298 1.714 -0.4 -0.6 0.0
H -1.222 2.507 2.029 -0.1 0.6 -0.3
H 1.098 2.380 2.053 0.0 1.3 -0.5
H 1.370 4.190 1.876 0.1 -0.2 0.0
H 3.651 4.471 1.508 0.4 -0.4 -0.3
H 5.717 3.880 0.132 0.3 0.0 0.1
H 5.522 2.248 -1.793 -0.9 0.2 0.9
H 3.412 0.929 -1.935 -0.4 -0.2 -0.2
H 0.827 5.100 -0.188 -0.8 -0.1 0.1
H -0.963 4.946 -0.449 -0.2 0.2 0.5
H 0.825 6.121 -2.270 -0.4 -1.4 -0.3
H 0.974 5.655 -4.677 -0.2 0.4 0.1
H 0.445 3.474 -5.649 -0.1 -0.1 -0.5
H -0.170 1.605 -4.073 0.7 0.3 0.4
H -3.630 4.784 0.714 0.2 -1.3 -0.6
H -5.553 3.913 -0.631 0.0 -0.1 -0.1
H -5.533 1.640 -1.523 -0.2 -0.3 -0.5
H -3.409 0.273 -1.349 0.2 -0.4 -0.4
O -1.139 -0.478 -5.007 -0.6 -1.0 2.0
P -1.351 -1.518 -3.724 0.0 -0.4 0.7
O -2.426 -2.546 -3.820 0.8 2.2 0.1
O -1.305 -0.494 -2.496 -0.3 -1.1 -1.0
O 0.017 -2.469 -3.581 0.0 1.9 0.1
P 1.503 -1.846 -3.345 2.4 1.0 -2.0
O 2.200 -2.877 -2.339 -0.2 -1.1 0.5
O 2.300 -1.671 -4.605 -1.5 -0.6 1.1
O 1.436 -0.503 -2.567 -0.8 -0.4 1.2
H -0.428 -0.707 -5.596 0.6 -0.5 -0.5
H 2.401 -3.821 -2.573 -0.5 1.6 -0.2
O 0.181 -1.311 0.483 -0.1 -0.2 0.4
P -0.117 -2.417 1.520 -0.3 0.7 -0.5
C -1.847 -2.747 1.569 -1.8 -1.1 1.2
C -2.655 -2.477 0.457 0.3 -0.9 0.2
C -3.988 -2.939 0.455 -0.5 1.2 -1.2
C -4.518 -3.651 1.518 -0.8 0.7 0.3
C -3.765 -3.820 2.686 0.6 -0.9 -0.1
C -2.429 -3.437 2.730 -0.6 1.7 -2.4
C 0.699 -3.991 1.212 -1.7 -0.2 -0.1
C 2.008 -3.981 0.847 2.2 -0.1 -0.8
C 2.659 -5.153 0.448 0.2 0.4 0.1
C 1.987 -6.371 0.372 1.3 0.5 0.4
C 0.696 -6.367 0.796 -1.8 0.0 1.0
C 0.009 -5.224 1.221 1.3 0.4 -0.8
C 0.390 -1.886 3.142 0.8 0.4 1.4
C 0.239 -0.517 3.502 1.1 -1.2 -0.6
C 1.102 -0.002 4.484 -1.3 -0.1 -0.8
C 2.021 -0.806 5.107 0.7 -0.7 1.0
C 2.022 -2.212 4.921 -0.8 1.1 -0.4
C 1.183 -2.769 3.969 -0.6 1.8 -1.0
H -2.204 -2.047 -0.454 -0.4 0.0 0.5
H -4.641 -2.595 -0.405 0.8 -0.9 1.0
H -5.596 -3.921 1.521 1.0 0.0 -0.1
H -4.186 -4.377 3.534 0.1 0.5 -0.3
H -1.931 -3.473 3.662 0.8 -0.3 0.6
H 2.634 -3.074 0.786 -0.7 -0.3 0.2
H 3.711 -5.022 0.250 0.1 -0.4 -0.3
H 2.462 -7.323 0.123 0.0 0.5 -0.1
H 0.186 -7.304 0.908 -0.3 -0.3 -0.3
H -1.032 -5.295 1.438 -0.5 0.0 0.3
H -0.400 0.146 2.903 0.2 -0.3 0.4
H 0.986 1.038 4.724 0.3 0.3 0.2
H 2.729 -0.332 5.813 -0.5 -0.5 -0.4
H 2.648 -2.845 5.504 0.5 -0.3 0.4
H 1.129 -3.825 3.769 0.3 -0.2 0.0
```
Positions in Å, forces in eV/Å.

Energy relative to the best compared isomer or geometry (same formula, charge and spin)   0.0000 eV
LUMO (alpha / beta)   -3.985 / -2.417 eV
Strongest force on any atom   3.28 eV/A
E_tot   -107441.2004 eV
Spin multiplicity   7
Charge   +1
HOMO-LUMO gap (alpha / beta)   7.3223 / 8.8949 eV
<S²>   12.0081
HOMO level (alpha / beta)   -11.31 / -11.31 eV

Löwdin population analysis, charges in e, atoms 1 to 5: number 1, Eu, carries 1.9833; number 2, C, carries -0.1361; number 3, N, carries -0.1967; number 4, C, carries -0.1344; number 5, C, carries -0.2849


Question: strongest force on any atom of number 3 (C36H35EuN4O8P3)?
Answer: 3.28 eV/A


Question: What is the E_tot in the third record?
Answer: -107441.2004 eV


Question: Which of these has the highest E_tot?
Answer: number 2


Question: Among the records above, which one has the highest strongest force on any atom?
Answer: C36H35EuN4O8P3